Run w
The molecule C10H9N, computed with the ωB97M-V functional and the def2-TZVPD basis.

Charge: 0
2S+1: 1

Positions of all 20 atoms, in Å:
1 C -2.27942 2.25736 -0.49528
2 C -0.96788 2.54827 -0.43132
3 C 0.00066 1.61523 -0.27160
4 C -0.32828 0.26939 -0.04147
5 C 0.73569 -0.77850 0.14275
6 C 0.65830 -2.08101 -0.10415
7 C 1.94425 -2.61755 0.25858
8 C 2.66078 -1.59326 0.71448
9 N 1.95626 -0.51716 0.62943
10 C -1.68722 -0.05551 -0.12812
11 C -2.58578 0.85805 -0.38758
12 H -2.83989 2.95063 -0.61526
13 H -0.76055 3.58935 -0.65493
14 H 1.11564 1.83802 -0.32315
15 H -0.26347 -2.65341 -0.35422
16 H 2.26739 -3.83680 0.10146
17 H 3.74295 -1.81998 1.23565
18 H 2.25087 0.39605 0.84088
19 H -1.90101 -1.07422 0.07199
20 H -3.71927 0.70505 -0.18816

Atomic partial charges in e from the natural (NBO) method, atoms 1 to 6: atom 1 (C): -0.1821, atom 2 (C): -0.2047, atom 3 (C): -0.2200, atom 4 (C): -0.0038, atom 5 (C): 0.0741, atom 6 (C): -0.2808

***

Run x
The molecule C10H9N, computed with the ωB97M-V functional and the def2-TZVPD basis.

Charge: 0
2S+1: 1

Positions of all 20 atoms, in Å:
1 C -3.22992 -0.02989 -0.01957
2 C -2.59075 1.13943 0.35009
3 C -1.11700 1.19606 0.35786
4 C -0.42092 -0.00792 -0.07765
5 C 1.05527 -0.02216 -0.14285
6 C 1.92281 0.73706 -0.94797
7 C 3.23254 0.42618 -0.52546
8 C 3.16457 -0.46119 0.53371
9 N 1.85687 -0.71107 0.77210
10 C -1.10550 -1.10472 -0.51411
11 C -2.50319 -1.21234 -0.41142
12 H -4.44626 -0.05038 0.16842
13 H -2.97947 1.86251 0.75872
14 H -0.44799 1.96002 0.87800
15 H 1.72566 1.39216 -1.80702
16 H 4.27911 0.67726 -0.84297
17 H 3.83053 -0.82667 1.15451
18 H 1.47004 -1.25969 1.68367
19 H -0.60781 -1.85349 -0.62656
20 H -3.08859 -1.85115 -0.74148

Atomic partial charges in e from the natural (NBO) method, atoms 1 to 6: atom 1 (C): -0.1923, atom 2 (C): -0.1978, atom 3 (C): -0.1750, atom 4 (C): -0.0621, atom 5 (C): 0.0789, atom 6 (C): -0.2823

***

Which structure is most stable? run w, by 107.2 kJ/mol over the runner-up.

***

Run w
The ion NO4P with charge -2, computed with the ωB97M-V functional and the def2-TZVPD basis.

Charge: -2
2S+1: 1

Positions of all 6 atoms, in Å:
1 O 1.97863 -0.67006 -0.31139
2 N 1.19722 0.18392 0.12718
3 P -0.59005 0.09048 0.11982
4 O -1.08030 -1.31566 0.24376
5 O -0.51959 0.52797 -1.32694
6 O -0.98591 1.18335 1.14757

Partial charges, natural (NBO), in e: atom 1 (O): -0.4595, atom 2 (N): -0.2200, atom 3 (P): 2.3622, atom 4 (O): -1.2404, atom 5 (O): -1.2046, atom 6 (O): -1.2377

***

Run x
The ion NO4P with charge -2, computed with the ωB97M-V functional and the def2-TZVPD basis.

Charge: -2
2S+1: 1

Positions of all 6 atoms, in Å:
1 O -1.84105 0.22598 0.83375
2 N -1.13422 -0.26886 -0.06155
3 P 0.54460 -0.06863 -0.16777
4 O 0.46121 1.38150 -0.68790
5 O 0.86631 -1.04908 -1.22050
6 O 1.10315 -0.22091 1.30395

Partial charges, natural (NBO), in e: atom 1 (O): -0.4180, atom 2 (N): -0.2474, atom 3 (P): 2.3604, atom 4 (O): -1.2184, atom 5 (O): -1.2305, atom 6 (O): -1.2462

***

Which structure is most stable? run w, by 14.9 kJ/mol over the runner-up.

***

Run w
A cluster of 2 separate species, C12H16N2 in total, computed with the ωB97M-V functional and the def2-TZVPD basis.

Charge: 0
2S+1: 1

Positions of all 30 atoms, in Å:
1 C 1.66066 3.58204 -1.93831
2 C 0.81843 3.88188 -0.70305
3 C -0.11800 2.70491 -0.41205
4 C -0.23489 1.40327 -0.81137
5 N -1.24911 0.89919 -0.04041
6 C -1.72187 1.87698 0.74534
7 N -1.05970 3.00976 0.54107
8 H 2.44982 4.30113 -1.93066
9 H 1.00289 3.81434 -2.78642
10 H 1.99387 2.54576 -2.04784
11 H 1.36912 3.92921 0.29781
12 H 0.28957 4.82944 -0.74909
13 H 0.32190 0.81095 -1.49837
14 H -1.37857 -0.10953 -0.02049
15 H -2.64400 1.85310 1.37386
16 C 2.45731 -2.93956 -0.18454
17 C 1.03589 -2.76091 0.26479
18 C 0.70311 -2.73173 1.61678
19 C -0.61999 -2.41043 1.93454
20 C -1.58886 -2.20807 0.93501
21 C -1.26006 -2.37621 -0.39210
22 C 0.08493 -2.63248 -0.74213
23 H 2.65190 -2.34002 -1.08194
24 H 2.74104 -3.96154 -0.43893
25 H 3.17437 -2.76194 0.60893
26 H 1.22929 -3.26713 2.39764
27 H -0.82660 -2.03137 2.92281
28 H -2.58612 -1.79341 1.21319
29 H -2.02307 -2.46988 -1.15771
30 H 0.29966 -2.93414 -1.73563

Atomic partial charges in e from the natural (NBO) method, atoms 1 to 6: atom 1 (C): -0.6116, atom 2 (C): -0.4118, atom 3 (C): 0.0982, atom 4 (C): -0.1399, atom 5 (N): -0.5318, atom 6 (C): 0.1587

***

Run x
The molecule C12H16N2, computed with the ωB97M-V functional and the def2-TZVPD basis.

Charge: 0
2S+1: 1

Positions of all 30 atoms, in Å:
1 C -3.17461 1.24538 1.64786
2 C -3.58978 1.36809 0.30435
3 C -2.83213 0.56776 -0.54470
4 C -1.54134 0.23628 -0.20950
5 C -1.10754 0.22641 1.07373
6 C -1.96066 0.71347 2.07475
7 C 0.24471 -0.12581 1.49586
8 N 1.42191 -0.19796 0.62368
9 C 2.16670 1.05607 0.09714
10 C 3.15662 0.38152 -0.89748
11 C 2.25664 -0.65795 -1.55577
12 C 1.45508 -1.33822 -0.23537
13 C 0.08007 -1.77996 -0.77669
14 N -0.86933 -0.74015 -1.03070
15 H -3.78241 1.69063 2.39827
16 H -4.42232 1.99529 -0.26848
17 H -3.29707 0.55954 -1.51790
18 H -1.75605 0.74414 3.18650
19 H 0.53703 0.41365 2.31475
20 H 0.13855 -1.10682 1.87219
21 H 1.41305 1.72223 -0.61773
22 H 2.63382 1.67060 0.94415
23 H 4.04217 -0.01694 -0.61937
24 H 3.58816 1.34483 -1.49613
25 H 1.40466 -0.20302 -2.10702
26 H 2.70572 -1.42059 -2.27919
27 H 2.31856 -2.21093 -0.11283
28 H 0.42284 -2.51005 -1.65110
29 H -0.28457 -2.64360 -0.11004
30 H -1.36849 -0.98389 -2.00326

Atomic partial charges in e from the natural (NBO) method, atoms 1 to 6: atom 1 (C): -0.2377, atom 2 (C): -0.1988, atom 3 (C): -0.2492, atom 4 (C): 0.1563, atom 5 (C): -0.0768, atom 6 (C): -0.1883

***

Which structure is most stable? run w, by 360.3 kJ/mol over the runner-up.

***

Run w
The molecule C5H12N4, computed with the ωB97M-V functional and the def2-TZVPD basis.

Charge: 0
2S+1: 1

Positions of all 21 atoms, in Å:
1 C 2.17717 0.49860 0.88828
2 N 0.79027 0.67727 0.51526
3 C -0.55373 -0.38644 0.68126
4 N 0.00815 -1.68506 0.74529
5 C -1.59883 -0.07073 1.51353
6 H 0.43698 1.57355 0.84050
7 H -0.49237 -2.29236 1.38057
8 H 0.99961 -1.69726 0.93967
9 H 2.78963 1.28754 0.43776
10 H 2.58142 -0.45163 0.52715
11 H 2.32141 0.56721 1.97548
12 H -2.14532 0.85729 1.40293
13 H -1.70138 -0.59006 2.45750
14 C 0.43416 0.22966 -1.66178
15 C -1.95440 -0.27541 -1.55319
16 N -0.86058 0.05202 -1.00508
17 N 0.67681 1.16110 -2.50532
18 H -0.02959 1.89609 -2.43807
19 H 1.01488 -0.69292 -1.68520
20 H -2.24080 0.22186 -2.47791
21 H -2.65350 -0.88032 -0.97863

Atomic partial charges in e from the natural (NBO) method, atoms 1 to 6: atom 1 (C): -0.4183, atom 2 (N): -0.7261, atom 3 (C): 0.4652, atom 4 (N): -0.8755, atom 5 (C): -0.8426, atom 6 (H): 0.3678

***

Run x
The molecule C5H12N4, computed with the ωB97M-V functional and the def2-TZVPD basis.

Charge: 0
2S+1: 1

Positions of all 21 atoms, in Å:
1 C 1.83458 2.86980 0.23329
2 C 1.60113 2.71603 1.75358
3 C -1.81020 -3.20731 -0.64251
4 C -1.67201 -1.83801 -0.02787
5 C -0.69864 -1.03154 -0.80302
6 N 0.67561 0.84897 -0.71621
7 N 1.41150 1.51648 0.16875
8 N 1.04652 1.37836 1.44754
9 N -0.02565 -0.01357 -0.10093
10 H 1.00549 3.38099 -0.07468
11 H 2.95982 3.09112 -0.00458
12 H 2.45126 2.55794 2.43559
13 H 0.70195 3.27126 2.07884
14 H -0.87869 -3.67415 -0.61900
15 H -2.55315 -3.80685 -0.13633
16 H -2.21018 -3.21076 -1.59719
17 H -1.17017 -1.82252 1.05731
18 H -2.64595 -1.37555 0.14039
19 H 0.07324 -1.75278 -1.15176
20 H -1.10989 -0.65429 -1.72639
21 H 1.01343 0.75638 -1.71482

Atomic partial charges in e from the natural (NBO) method, atoms 1 to 6: atom 1 (C): -0.2559, atom 2 (C): -0.2809, atom 3 (C): -0.6053, atom 4 (C): -0.3943, atom 5 (C): -0.2575, atom 6 (N): -0.1677

***

Which structure is most stable? run w, by 151.7 kJ/mol over the runner-up.

***

Run w
A cluster of 2 separate species, C4H11NO3 in total, computed with the ωB97M-V functional and the def2-TZVPD basis.

Charge: -1
2S+1: 2

Positions of all 19 atoms, in Å:
1 C 0.56876 -0.70602 0.79711
2 O 1.94135 -0.49557 0.88452
3 C 0.03580 0.19508 -0.28396
4 C -1.40582 -0.15682 -0.65975
5 C -1.91965 0.64760 -1.87173
6 O -3.18511 0.29428 -2.23753
7 N 0.15979 1.59655 0.16336
8 H 0.08733 -0.48113 1.74632
9 H 0.34103 -1.75734 0.56025
10 H 0.63490 0.00653 -1.19317
11 H -2.07347 -0.00737 0.18795
12 H -1.42974 -1.20011 -0.98793
13 H -1.83963 1.73711 -1.74288
14 H -1.25650 0.39464 -2.71601
15 H 1.14966 1.76953 0.26109
16 H -0.22815 2.21508 -0.53291
17 H 3.51015 -1.30988 2.92678
18 H 2.26917 -1.01341 1.74647
19 O 2.64014 -1.72876 2.95202

Atomic partial charges in e from the natural (NBO) method, atoms 1 to 6: atom 1 (C): -0.0493, atom 2 (O): -0.8203, atom 3 (C): -0.0595, atom 4 (C): -0.4096, atom 5 (C): -0.1263, atom 6 (O): -0.2925

***

Run x
A cluster of 2 separate species, C4H11NO3 in total, computed with the ωB97M-V functional and the def2-TZVPD basis.

Charge: -1
2S+1: 2

Positions of all 19 atoms, in Å:
1 O 2.01067 2.53713 -1.04660
2 C 1.07667 1.78889 -1.53299
3 C 0.88890 0.35542 -1.07532
4 C 0.17996 -0.46349 -2.15137
5 N 0.18824 0.28359 0.23140
6 C 0.63732 -0.80590 1.08568
7 O -0.11599 -0.81310 2.29440
8 H 0.30326 2.22227 -2.19799
9 H 1.89062 -0.05094 -0.92629
10 H 0.67880 -0.49735 -3.12300
11 H 0.04220 -1.50009 -1.80441
12 H -0.81104 -0.03740 -2.34310
13 H -0.80562 0.13846 0.08713
14 H 0.46887 -1.82133 0.71312
15 H 1.67342 -0.55496 1.28591
16 H -0.30304 0.05982 2.66234
17 H -2.96603 0.00470 1.95912
18 H -2.30577 -0.85900 2.98388
19 O -2.73142 0.01330 2.89809

Atomic partial charges in e from the natural (NBO) method, atoms 1 to 6: atom 1 (O): -0.7846, atom 2 (C): 0.0019, atom 3 (C): -0.1613, atom 4 (C): -0.6188, atom 5 (N): -0.6369, atom 6 (C): 0.1062

***

Which structure is most stable? run x, by 20.5 kJ/mol over the runner-up.

***

Run w
A structure of composition C2H4N4S, computed with the ωB97M-V functional and the def2-TZVPD basis.

Charge: 0
2S+1: 1

Positions of all 11 atoms, in Å:
1 C -0.93911 -0.32795 -0.04862
2 C 1.00758 -0.21249 -0.25875
3 H -2.41657 -1.64246 -0.68956
4 H -2.92837 0.08549 0.75641
5 H 1.08246 1.87064 -0.46596
6 H 3.52866 0.79634 0.63285
7 N -2.14258 -0.85656 0.31536
8 N -0.77368 0.98967 0.15516
9 N 0.62878 1.01992 -0.23352
10 N 0.12732 -1.15567 -0.32173
11 S 2.82550 -0.56693 0.15835

Atomic partial charges in e from the natural (NBO) method, atoms 1 to 6: atom 1 (C): 0.4299, atom 2 (C): 0.3596, atom 3 (H): 0.4058, atom 4 (H): 0.4255, atom 5 (H): 0.4243, atom 6 (H): 0.1733

***

Run x
The molecule C2H4N4S, computed with the ωB97M-V functional and the def2-TZVPD basis.

Charge: 0
2S+1: 1

Positions of all 11 atoms, in Å:
1 C 1.71436 0.64181 -0.95488
2 C -0.16854 -1.22233 0.31821
3 N 2.25873 0.11507 0.07398
4 N 2.78963 -0.32716 0.96835
5 N -0.81853 -0.19029 -0.04753
6 N -2.16828 0.23512 0.21683
7 S 0.13876 1.26230 -0.56100
8 H 1.80027 0.29776 -1.88395
9 H -0.73871 -2.13679 0.73299
10 H -2.37527 1.18769 -0.05769
11 H -2.43242 0.13684 1.19470

Atomic partial charges in e from the natural (NBO) method, atoms 1 to 6: atom 1 (C): -0.4598, atom 2 (C): -0.1765, atom 3 (N): 0.1053, atom 4 (N): 0.0774, atom 5 (N): -0.3488, atom 6 (N): -0.6799

***

Which structure is most stable? run w, by 159.3 kJ/mol over the runner-up.

***

Run w
The molecule C2H7N3S2, computed with the ωB97M-V functional and the def2-TZVPD basis.

Charge: 0
2S+1: 1

Positions of all 14 atoms, in Å:
1 N -2.13833 -0.84983 -0.50590
2 N -1.33609 -0.39560 0.58091
3 C -0.15886 -0.01301 0.22856
4 C 0.71165 0.67378 1.26911
5 S 2.17743 -0.36813 1.69741
6 N 0.40276 -0.27929 -1.06293
7 S 0.04384 0.91725 -2.24427
8 H -1.56304 -1.21880 -1.24731
9 H -2.77800 -1.56581 -0.07635
10 H 1.07789 1.64633 0.88118
11 H 0.13254 0.77484 2.17209
12 H 2.98435 0.62330 2.30330
13 H 1.44330 -0.32791 -1.08980
14 H -0.99945 0.38289 -2.90600

Atomic partial charges in e from the natural (NBO) method, atoms 1 to 6: atom 1 (N): -0.6578, atom 2 (N): -0.2330, atom 3 (C): 0.3156, atom 4 (C): -0.5436, atom 5 (S): -0.0790, atom 6 (N): -0.8143

***

Run x
The molecule C2H7N3S2, computed with the ωB97M-V functional and the def2-TZVPD basis.

Charge: 0
2S+1: 1

Positions of all 14 atoms, in Å:
1 N -1.88022 1.26917 0.11467
2 N -1.45109 -0.14740 0.18781
3 C -0.09317 -0.24294 0.12164
4 C 0.34840 -1.60141 -0.23948
5 S 1.06094 -1.68895 -1.85392
6 N 0.72910 0.84355 0.23340
7 S 0.86464 1.33859 1.86694
8 H -1.38890 1.76547 -0.86054
9 H -2.83282 1.12219 -0.09182
10 H 0.83394 -2.09073 0.67355
11 H -0.49779 -2.16292 -0.11977
12 H 2.55261 -2.14700 -1.58670
13 H 1.56520 1.30056 -0.33267
14 H 0.18915 2.44181 1.88691

Atomic partial charges in e from the natural (NBO) method, atoms 1 to 6: atom 1 (N): -0.6744, atom 2 (N): -0.2651, atom 3 (C): 0.3497, atom 4 (C): -0.6340, atom 5 (S): -0.0244, atom 6 (N): -0.8418

***

Which structure is most stable? run w, by 231.8 kJ/mol over the runner-up.